# 1
Molecular formula: C25H23BN4O7RuS2
Method: DFT, the ωB97M-V functional and the def2-TZVPD basis

Summary:
- Energy above the lowest of the compared OMol25 structures with the same formula, charge and spin: 35.5 kJ/mol
- Net charge: -1
- Spin multiplicity: 2
- Highest occupied orbital energy (alpha / beta): -2.61 / -4.62 eV

Each line ends with the Löwdin charge.
Atoms and positions in Å:
Ru: -1.436242 1.554273 1.773226  1.019
O: -7.140449 -0.544151 3.229510  0.045
C: -5.909292 -0.081071 2.860794  -0.320
C: -5.436899 1.158254 3.348505  0.024
C: -4.174375 1.562983 2.978557  -0.218
N: -3.394405 0.873719 2.157698  -0.003
C: -3.854966 -0.309753 1.628135  -0.187
C: -5.128954 -0.816313 2.016403  0.048
C: -3.093324 -1.021475 0.680501  -0.405
O: -3.337363 -2.087540 0.132096  0.064
O: -1.896617 -0.312758 0.268252  0.122
C: -3.567419 2.861061 3.510462  -0.636
O: -4.308078 3.643674 4.103145  0.008
O: -2.320043 3.018300 3.284191  -0.127
H: -7.540780 0.106516 3.811377  0.093
H: -6.028944 1.779862 4.007360  0.110
H: -5.449117 -1.767859 1.617743  0.120
C: 2.437523 -1.096007 4.450250  -0.422
S: 2.736438 -0.588883 2.734387  0.831
C: 1.321187 0.375146 2.359596  -1.056
S: -0.182154 0.212929 3.244458  0.610
N: 1.474696 1.145050 1.319551  -0.091
N: 0.381852 1.845528 0.975790  -0.198
C: 0.399826 2.517604 -0.148431  -0.084
C: -0.810215 3.157607 -0.531313  -0.239
C: -0.956228 3.976557 -1.661130  -0.024
C: -2.161156 4.588032 -1.909036  -0.077
C: -3.223365 4.383250 -1.027463  -0.055
C: -3.030190 3.549191 0.054944  -0.089
N: -1.872694 2.937650 0.292559  -0.012
H: 2.883887 -2.077683 4.589291  0.025
H: 1.363622 -1.145518 4.603931  -0.035
H: 2.888800 -0.377766 5.130449  0.030
H: 1.307296 2.533026 -0.738033  0.125
H: -0.102703 4.119857 -2.311073  0.110
H: -2.286828 5.227113 -2.773310  0.102
H: -4.181374 4.857828 -1.183327  0.102
H: -3.823166 3.370159 0.770134  0.116
C: 5.520322 -2.687460 -2.457548  -0.058
C: 4.274843 -2.114412 -3.153301  -0.560
C: 3.962673 -2.972831 -4.389531  -0.050
C: 4.598164 -0.689234 -3.613974  -0.071
C: 3.065720 -2.148035 -2.217622  -0.178
C: 2.797426 -3.302261 -1.480631  -0.039
C: 1.685464 -3.428920 -0.651697  0.026
C: 0.822823 -2.360599 -0.592810  -0.182
O: -0.350662 -2.226142 0.093562  0.245
B: -0.808943 -0.952898 -0.216936  -0.739
O: 0.070591 -0.302565 -1.091338  0.206
C: 1.080771 -1.197746 -1.310392  -0.171
C: 2.183959 -1.067185 -2.123210  0.067
H: 6.404495 -2.501060 -3.071265  0.078
H: 5.440981 -3.765283 -2.315405  0.070
H: 5.669924 -2.222359 -1.482017  0.093
H: 4.808538 -2.969289 -5.082745  0.081
H: 3.083826 -2.590574 -4.911959  0.087
H: 3.760694 -4.004446 -4.097461  0.080
H: 5.527695 -0.689929 -4.185890  0.079
H: 4.722740 -0.024037 -2.757593  0.092
H: 3.811474 -0.291889 -4.257006  0.079
H: 3.467944 -4.149481 -1.547825  0.103
H: 1.507928 -4.330236 -0.080915  0.121
H: 2.342827 -0.139521 -2.654669  0.116

Forces on the atoms, in the same order (eV/Å):
Ru -1.3628 -0.5531 0.0060
O -0.0531 -0.1655 -0.0841
C 0.3672 0.2318 -0.0437
C -0.3420 -0.1379 0.0539
C 0.2060 0.2528 0.0718
N 0.3958 0.1624 0.0095
C 0.1072 0.0176 -0.0912
C -0.1270 -0.0968 0.0006
C -0.2277 -0.1852 0.1156
O 0.0989 0.0477 -0.0839
O 0.3578 0.8919 0.5151
C -0.3643 -0.1034 0.0812
O 0.2055 -0.0587 -0.0385
O 1.0673 -0.4383 -0.8777
H -0.0132 0.0671 0.0639
H 0.0879 0.0567 0.0121
H -0.0406 0.0165 0.0102
C -0.0153 0.1142 -0.3100
S 0.1724 0.0210 0.0814
C -1.3298 0.0898 0.4981
S 0.5405 -0.2421 -0.0459
N 1.3093 -0.1662 -0.2185
N -1.1709 0.8390 -0.1822
C 0.9351 -0.7248 0.7104
C -1.0869 0.6397 -0.1868
C 0.4773 -0.2799 0.2947
C -0.4160 0.0253 0.1236
C 0.2221 0.1110 -0.2510
C -0.1056 0.0920 0.0376
N 0.0215 -0.0428 -0.2382
H 0.0157 -0.0132 -0.0285
H 0.0020 -0.0972 0.1151
H -0.0486 -0.0065 0.0432
H -0.0500 0.0087 -0.1193
H -0.0232 0.0176 -0.0173
H 0.0253 -0.0055 -0.0145
H -0.0057 -0.0054 0.0309
H 0.0306 -0.1172 -0.0026
C -0.0632 0.0689 -0.0106
C 0.0599 -0.0160 -0.0529
C 0.0347 0.0475 0.0356
C -0.0367 -0.0957 0.0740
C 0.0114 -0.0767 0.0102
C 0.0229 -0.0324 0.0082
C -0.1099 -0.0124 0.0493
C 0.1683 0.2048 -0.1871
O -0.1024 -0.0796 0.1461
B 0.3189 -0.2044 -0.0263
O -0.1150 0.0716 -0.1270
C 0.0090 -0.3604 0.0556
C -0.0885 0.1535 0.0642
H 0.0085 -0.0309 -0.0009
H -0.0019 0.0017 0.0519
H 0.0260 0.0085 -0.0093
H -0.0010 -0.0035 -0.0044
H 0.0033 -0.0041 -0.0055
H -0.0122 -0.0068 -0.0215
H -0.0113 0.0005 -0.0269
H 0.0171 0.0401 -0.0318
H 0.0049 0.0492 0.0180
H 0.0346 0.0340 -0.0131
H -0.0415 0.0057 -0.0178
H 0.0009 -0.0262 -0.0189

# 2
Molecular formula: C15H44N6O7
Method: DFT, the ωB97M-V functional and the def2-TZVPD basis

Summary:
- Energy above the lowest of the compared OMol25 structures with the same formula, charge and spin: 38.4 kJ/mol
- Spin multiplicity: 1
- Highest occupied orbital energy: -9.47 eV

Each line ends with the Löwdin charge.
Atoms and positions in Å:
N: 5.465735 1.908161 -0.171202  0.152
C: 5.518180 0.550305 -0.164093  -0.681
N: 4.300594 -0.077742 -0.212071  0.149
O: 6.573103 -0.082732 -0.154569  0.005
H: 4.629206 2.386726 -0.454821  0.095
H: 6.272026 2.484571 -0.038239  0.099
H: 3.415422 0.342625 0.042441  0.055
H: 4.385863 -1.038895 0.080570  0.093
N: -2.851958 1.149849 2.139929  0.163
C: -3.017900 2.089395 3.129169  -0.664
N: -3.856259 1.708653 4.123724  0.149
O: -2.371626 3.131875 3.154466  0.013
H: -2.154762 1.214550 1.416999  0.057
H: -3.308199 0.259502 2.201454  0.088
H: -4.333039 0.826700 4.103876  0.089
H: -4.107801 2.265943 4.916230  0.102
N: 0.226510 -1.042986 -0.075866  0.194
C: -0.831514 -0.364926 -0.581803  -0.623
N: -1.638624 -1.084824 -1.400732  0.181
O: -1.066066 0.832962 -0.346588  -0.017
H: 0.579992 -1.778220 -0.673612  0.080
H: 0.862790 -0.575951 0.562551  0.064
H: -2.464417 -0.614853 -1.724529  0.117
H: -1.407459 -2.010919 -1.704752  0.055
C: 0.713151 1.285968 3.238995  -0.041
C: 2.009453 0.832361 2.599043  -0.461
C: 2.291364 -0.640491 2.855166  -0.052
O: 1.882186 1.031002 1.170668  -0.117
H: 0.492185 2.309038 2.930023  0.069
H: 0.715166 1.265155 4.329633  0.091
H: -0.108151 0.660150 2.882620  0.077
H: 2.836157 1.420696 3.016205  0.137
H: 3.088576 -1.080466 2.255128  0.066
H: 1.390109 -1.194183 2.578299  0.073
H: 2.571099 -0.724034 3.904696  0.087
H: 1.477848 1.914137 1.034814  0.059
C: -3.906706 -3.710532 -0.281854  -0.063
C: -3.251459 -4.556624 -1.373270  -0.488
C: -1.759347 -4.876403 -1.136101  -0.045
O: -3.954640 -5.784346 -1.537184  -0.047
H: -4.310820 -4.306607 0.546276  0.077
H: -4.772386 -3.123758 -0.589661  0.078
H: -3.187241 -3.048769 0.206820  0.066
H: -3.264209 -3.953465 -2.285392  0.126
H: -1.214528 -3.936544 -1.086344  0.041
H: -1.407489 -5.595244 -1.867845  0.082
H: -1.732949 -5.339859 -0.144996  0.084
H: -4.315387 -6.004438 -0.673839  0.078
C: -0.551928 -1.854931 -4.555680  -0.061
C: 0.819975 -2.161272 -4.041512  -0.466
C: 1.780324 -0.966189 -3.883038  -0.043
O: 0.728839 -2.824250 -2.754059  -0.087
H: -1.163545 -2.742270 -4.721916  0.083
H: -0.419550 -1.481595 -5.577000  0.087
H: -1.033308 -1.096476 -3.942172  0.068
H: 1.332113 -2.833617 -4.740302  0.133
H: 1.634009 -0.238089 -4.682589  0.080
H: 2.808089 -1.339849 -3.868109  0.077
H: 1.743945 -0.432486 -2.929430  0.071
H: 1.530798 -3.353224 -2.686234  0.096
C: 0.986512 5.078051 1.512840  -0.054
C: -0.107087 4.304011 0.836978  -0.477
C: -0.940843 5.150435 -0.124911  -0.044
O: 0.451618 3.181084 0.116355  -0.095
H: 0.533731 5.749196 2.247530  0.087
H: 1.516440 5.721478 0.803220  0.083
H: 1.748515 4.504096 2.042331  0.073
H: -0.776712 3.815954 1.557662  0.102
H: -1.052389 6.205307 0.113399  0.077
H: -1.916990 4.679470 -0.267050  0.077
H: -0.472698 5.040723 -1.108588  0.082
H: -0.281634 2.571927 -0.088154  0.053

Forces on the atoms, in the same order (eV/Å):
N -0.5712 0.7478 -0.0457
C 0.8768 -0.4587 -0.1507
N -0.1765 -0.7437 -0.0557
O -0.6501 0.4503 0.2896
H -0.1156 -0.0969 0.1662
H 0.3658 -0.3495 -0.1438
H 0.2484 0.4675 0.2249
H 0.0084 -0.0152 -0.2635
N -0.5342 -0.1871 0.1794
C 1.6026 0.1981 -0.3163
N -1.0034 -0.7078 0.5550
O -0.5758 -0.2320 -0.0653
H 0.1769 0.4337 -0.0609
H -0.1034 -0.0309 0.0576
H 0.0548 -0.0814 -0.2452
H 0.4221 0.5697 -0.2104
N 0.0545 -0.5117 -0.0607
C 0.3229 0.9375 -0.0527
N -0.2742 0.3145 0.1006
O -0.3498 -0.6715 0.3518
H 0.0834 -0.0929 0.2373
H -0.1106 0.4070 -0.5297
H 0.0589 -0.0874 -0.2123
H -0.0089 -0.0984 -0.0449
C -0.2250 0.0713 -0.0200
C 0.1094 -0.0865 -0.3291
C -0.2277 0.2651 -0.2770
O 0.3967 0.0605 0.7990
H -0.0499 0.0454 0.0980
H 0.1675 -0.0859 -0.0115
H -0.0269 -0.0128 0.0322
H 0.0699 0.1063 -0.3274
H 0.2369 0.4202 -0.0125
H -0.0335 -0.2089 0.5426
H -0.2880 -0.4460 0.0302
H -0.1056 -0.1685 -0.4609
C 0.1006 0.0637 0.8329
C 0.5592 0.1251 0.1376
C -1.4053 0.2112 1.1399
O -0.1613 0.3281 -0.4319
H 0.2626 -0.3712 -0.1135
H 0.1789 0.0378 -0.4519
H 0.0070 0.1575 -0.2559
H -0.5272 -0.4338 -0.3556
H 0.4451 -0.2328 -0.2098
H 0.1887 0.2424 -0.1791
H 0.4075 -0.0794 -0.0134
H -0.0395 -0.1229 -0.0513
C 0.1516 0.2679 -0.8347
C 1.0837 0.1084 0.7042
C 0.0638 0.0161 0.0573
O -0.0674 -0.2189 -0.2957
H -0.0337 -0.0845 0.5893
H -0.0734 0.3847 0.1706
H -0.2199 -0.0879 -0.0874
H -0.3095 -0.1721 0.0219
H 0.2510 -0.0731 -0.0558
H -0.0038 0.0502 -0.4510
H -0.7562 -0.0989 0.0048
H -0.1093 -0.0486 0.2554
C 0.2839 0.7724 0.1405
C -0.6245 -0.9272 0.1100
C 0.0549 -0.7631 -0.6908
O 0.1669 0.1751 -0.0439
H -0.0062 -0.0276 -0.0197
H -0.0179 -0.1138 -0.0925
H -0.2281 -0.3683 -0.0828
H 0.1300 0.6439 0.2976
H 0.0079 -0.0491 0.2395
H -0.1269 0.2451 0.2423
H 0.1807 0.3914 0.0616
H 0.3610 -0.0689 -0.0571

# 3
Molecular formula: C4H8O3
Method: DFT, the ωB97M-V functional and the def2-TZVPD basis

Summary:
- Energy above the lowest of the compared OMol25 structures with the same formula, charge and spin: 110.9 kJ/mol
- Spin multiplicity: 1
- Highest occupied orbital energy: -10.50 eV

Each line ends with the Löwdin charge.
Atoms and positions in Å:
C: -0.558995 1.127067 -0.697047  -0.032
C: -0.600222 0.317855 0.588620  -0.416
O: -1.951651 0.267831 1.027545  -0.036
C: -0.098307 -1.125910 0.383290  -0.109
O: 0.799248 -1.270695 -0.729915  -0.029
C: 1.897462 -0.517853 -0.726035  -0.369
O: 2.288704 0.171091 0.181598  0.076
H: -1.050056 0.594697 -1.517966  0.097
H: 0.476023 1.345139 -0.968403  0.071
H: -1.059744 2.082939 -0.539731  0.090
H: 0.024583 0.818418 1.338294  0.141
H: -1.960547 0.057063 1.968333  0.096
H: -0.956122 -1.745224 0.113232  0.134
H: 0.370089 -1.529199 1.288814  0.134
H: 2.379535 -0.593218 -1.710623  0.152

Forces on the atoms, in the same order (eV/Å):
C -0.0311 0.0737 -0.0209
C 0.3227 0.0844 -0.1413
O -0.0767 -0.0632 0.2801
C -0.1565 -0.0213 0.1372
O 0.1097 0.1062 -0.0810
C 0.2564 0.1401 0.2373
O -0.1529 -0.4251 -0.3133
H 0.0379 0.0990 0.1152
H -0.2748 0.0338 -0.0607
H -0.0563 -0.0973 0.0237
H -0.1228 -0.0656 -0.0920
H -0.0616 0.0301 -0.1233
H 0.1110 0.0830 0.0489
H -0.0281 0.1037 -0.1488
H 0.1230 -0.0814 0.1389